1.
{
  "formula": "C3H13NO2S",
  "method": "the ωB97M-V functional and the def2-TZVPD basis",
  "e_lumo_ev": 0.555,
  "homo_energy_ev": -9.23,
  "e_tot_ha": -725.4487,
  "smiles": "CNCCS.O.O",
  "gap_ev": 9.780,
  "elements": ["O", "C", "H", "H", "H", "O", "H", "N", "C", "H", "H", "H", "S", "H", "C", "H", "H", "H", "H", "H"],
  "positions_angstrom": [[2.351, -1.716, 1.442], [1.740, 1.329, 1.196], [2.757, -1.909, 2.274], [2.635, 0.990, 0.657], [-2.036, -0.003, -0.405], [-1.808, 2.959, 0.980], [0.005, -0.618, 0.791], [0.467, 1.351, 0.274], [-1.091, -0.211, -0.985], [1.481, 0.645, 2.067], [-1.189, 2.190, 1.080], [2.573, -0.770, 1.185], [-1.190, -2.001, -1.531], [-1.173, 0.334, -1.974], [0.131, -0.007, -0.281], [1.049, -0.287, -0.825], [-1.903, 2.976, 0.002], [0.133, -1.959, -2.182], [1.850, 2.355, 1.477], [0.568, 2.002, -0.531]],
  "forces_ev_per_a": [[-0.1266, 1.5876, -1.4661], [-2.8737, -0.9490, -1.3015], [0.5134, 0.0826, 0.7208], [-0.0530, 0.0268, 0.0574], [1.1001, -0.2096, -0.4565], [0.2416, -0.7894, -0.9426], [0.7943, 0.9005, -3.0414], [0.4929, -0.0606, -0.0434], [-3.1688, -0.1854, -2.9217], [0.4256, 1.1073, -1.0669], [-0.2468, 0.8211, -0.0739], [-0.2338, -2.0612, 0.8186], [2.2083, 0.7410, -0.7428], [0.1294, -0.1763, 1.2014], [3.0619, -0.0536, 5.6481], [-0.5654, -0.8148, 0.0177], [-0.0626, 0.1784, 0.9867], [-2.3304, -0.1806, 1.0942], [0.3228, 0.4602, 0.5258], [0.3708, -0.4252, 0.9860]]
}

2.
{
  "formula": "C3H13NO2S",
  "method": "the ωB97M-V functional and the def2-TZVPD basis",
  "e_lumo_ev": 0.534,
  "homo_energy_ev": -8.62,
  "e_tot_ha": -725.4908,
  "smiles": "NCCCS.O.O",
  "gap_ev": 9.156,
  "elements": ["H", "H", "S", "H", "H", "H", "H", "N", "O", "C", "H", "H", "C", "H", "H", "O", "H", "H", "H", "C"],
  "positions_angstrom": [[-0.615, 1.858, 0.180], [0.972, -1.848, 2.358], [-0.011, -1.815, -2.425], [-0.560, -2.284, 0.322], [-1.285, -0.998, 2.246], [-1.742, 2.776, 0.109], [-0.261, 0.334, -1.212], [0.739, -0.872, 2.303], [1.762, 2.120, -1.233], [-0.507, -0.592, 1.596], [-0.902, -1.177, -3.196], [1.099, -0.525, -0.738], [-0.698, -1.201, 0.201], [-1.778, -1.112, 0.039], [-0.598, 0.489, 1.574], [-1.514, 1.878, -0.174], [1.498, -0.220, 2.273], [2.190, 1.255, -1.258], [2.156, 2.628, -1.940], [0.055, -0.695, -1.024]],
  "forces_ev_per_a": [[0.1489, -0.3477, -0.3419], [0.3898, 0.0753, -0.0647], [0.1033, -0.0264, -0.2925], [0.2317, 0.0512, -0.1485], [-0.3410, 0.2062, -0.2706], [-0.4957, -0.1826, -0.3178], [-0.2825, -0.4116, -0.6914], [-0.5235, -0.1536, 0.0678], [-0.1281, -0.2518, 0.4028], [1.1415, 0.0853, 0.1926], [-0.0177, 0.0865, 0.1737], [0.1675, -0.5774, -0.1492], [-1.0158, -0.8217, 0.4471], [0.0671, 0.0662, -0.3742], [-0.3106, 0.0375, 0.0850], [0.2611, 0.8847, 0.5301], [0.1419, -0.1177, -0.3153], [-0.0236, 0.1685, -0.1120], [0.1475, 0.1277, -0.2475], [0.3380, 1.1014, 1.4264]]
}

3.
{
  "formula": "C3H13NO3",
  "method": "the ωB97M-V functional and the def2-TZVPD basis",
  "e_lumo_ev": 0.833,
  "homo_energy_ev": -8.03,
  "e_tot_ha": -402.5453,
  "smiles": "C/C=C/N.O.O.O",
  "gap_ev": 8.861,
  "elements": ["H", "H", "N", "O", "H", "H", "H", "C", "H", "H", "O", "H", "C", "H", "H", "H", "C", "H", "H", "O"],
  "positions_angstrom": [[2.145, 2.295, 1.718], [-0.980, 1.196, -2.691], [-1.367, 0.729, 0.519], [-1.047, 0.323, -2.296], [2.777, 1.610, 0.239], [0.754, -2.447, -2.289], [1.210, -0.297, 0.323], [1.031, 0.595, 0.917], [-0.236, 1.700, 2.073], [3.006, 0.720, 1.747], [-1.750, -2.048, 0.526], [-1.127, 0.382, -1.322], [2.305, 1.350, 1.190], [-1.369, -2.574, -0.187], [-1.688, -0.230, 0.368], [-1.004, -2.036, 1.126], [-0.217, 1.015, 1.231], [-0.282, -1.375, -2.029], [-2.139, 1.368, 0.596], [-0.022, -2.278, -1.758]],
  "forces_ev_per_a": [[-0.0464, -0.1998, 0.1147], [0.0392, -0.0237, 0.4011], [-1.1872, -0.5941, -0.4543], [0.0160, -0.6833, -0.2436], [-0.0746, -0.1235, 0.0049], [0.2536, -0.2556, -0.1006], [-0.4195, 0.1850, -0.5744], [-0.5172, 0.0422, -0.0550], [-0.4849, 0.6353, -0.4033], [0.1640, 0.2712, 0.0032], [0.0587, -0.3950, -0.0288], [0.0389, 0.9080, -0.1899], [-0.1639, -0.3605, 0.7958], [-0.1320, 0.0002, -0.5257], [0.2405, 0.0499, 0.4649], [0.1353, 0.1326, 0.5448], [2.2932, 0.1324, -0.1995], [-0.0670, -0.2149, -0.0395], [0.0407, 0.0597, 0.4502], [-0.1870, 0.4339, 0.0352]]
}

4.
{
  "formula": "C3H13NO3",
  "method": "the ωB97M-V functional and the def2-TZVPD basis",
  "e_lumo_ev": 0.749,
  "homo_energy_ev": -10.04,
  "e_tot_ha": -402.5276,
  "smiles": "C=NCC.O.O.O",
  "gap_ev": 10.793,
  "elements": ["O", "H", "C", "H", "H", "H", "N", "H", "C", "O", "H", "H", "C", "H", "H", "H", "H", "H", "O", "H"],
  "positions_angstrom": [[0.216, 0.043, -2.355], [1.099, 1.666, 1.945], [0.040, 1.460, 2.129], [-0.482, 2.350, 1.834], [-0.036, 1.346, 3.225], [2.933, 0.767, -0.373], [0.262, -0.796, 1.316], [0.704, -0.292, -1.575], [0.034, -2.032, 1.482], [2.020, 0.767, -0.675], [1.485, 0.237, -0.059], [-0.842, -2.473, 1.942], [-0.695, 0.283, 1.431], [-1.504, 0.004, 2.105], [-1.630, -0.241, -3.253], [0.917, 0.607, -2.704], [-0.979, 0.428, 0.394], [0.882, -2.699, 1.478], [-2.358, -0.717, -3.684], [-2.066, -0.707, -4.603]],
  "forces_ev_per_a": [[0.3307, -0.3491, 0.2981], [-0.2105, -0.6533, -0.5650], [-0.5286, 0.0593, 0.2858], [-0.3087, 0.7147, 0.1673], [-0.1369, 0.0201, -0.4370], [-0.1433, -0.2053, 0.2364], [0.6716, -1.1252, -0.8809], [-0.6996, -0.0114, -0.8078], [0.5724, 1.0325, 1.3460], [0.2148, 0.2422, -0.0378], [0.5179, 0.0527, 0.6353], [-0.7873, 0.1767, -0.2253], [1.5345, -0.5132, 1.0681], [-0.5904, -0.0291, -0.4251], [-0.0497, -0.2450, 0.2676], [-0.2415, 0.1742, -0.1499], [-0.4835, 0.7238, 0.0512], [0.2305, -0.2371, -0.6216], [0.3448, 0.3289, -0.2263], [-0.2371, -0.1562, 0.0210]]
}

5.
{
  "formula": "C3H13NO3",
  "method": "the ωB97M-V functional and the def2-TZVPD basis",
  "e_lumo_ev": 0.674,
  "homo_energy_ev": -9.40,
  "e_tot_ha": -402.5169,
  "smiles": "C[C@H](N)CO.O.O",
  "gap_ev": 10.073,
  "elements": ["H", "N", "H", "C", "H", "H", "H", "H", "H", "H", "C", "H", "H", "H", "O", "C", "H", "O", "H", "O"],
  "positions_angstrom": [[1.283, -0.047, 2.242], [0.196, -0.629, -2.775], [-1.627, 0.503, -0.204], [0.407, -1.073, -0.258], [2.342, -0.223, 0.035], [-0.301, -1.306, 0.512], [0.624, -2.081, -0.694], [-0.401, -1.396, -2.972], [-0.152, 1.226, 2.575], [-1.547, 1.523, 2.625], [-0.027, -0.091, -1.413], [-2.298, -0.589, -1.576], [0.063, 0.083, -3.444], [2.034, 0.580, 3.367], [1.552, -0.683, 0.487], [-1.509, 0.148, -1.283], [-1.768, 1.191, -1.641], [-0.751, 2.035, 2.645], [0.567, 0.832, -1.373], [1.313, -0.004, 3.145]],
  "forces_ev_per_a": [[0.3369, -0.5974, -4.0574], [1.9452, -0.3665, 1.4474], [-0.4472, -1.2053, -0.7112], [1.7331, -0.8718, -2.0225], [-2.3685, -1.3490, 0.3188], [-0.8922, 0.5583, 0.2135], [-0.1075, 0.6977, -0.1163], [-0.6200, -0.6215, -0.1793], [-0.1705, 1.7458, 0.5481], [-1.4185, 0.1460, 0.0999], [-0.7475, -1.7129, -0.5690], [1.1710, 0.3871, 0.2199], [-0.2525, 0.7575, -0.8028], [0.2251, 0.2337, 0.1216], [2.0906, 1.5076, -0.0874], [-1.2731, 3.7792, 2.5641], [0.0872, -1.3462, -0.8320], [1.4861, -1.7533, -0.4643], [-0.3724, -0.1560, 0.4129], [-0.4053, 0.1668, 3.8959]]
}

6.
{
  "formula": "C3H13NO4",
  "method": "the ωB97M-V functional and the def2-TZVPD basis",
  "e_lumo_ev": 0.634,
  "homo_energy_ev": -9.52,
  "e_tot_ha": -477.7494,
  "smiles": "CN(C)C=O.O.O.O",
  "gap_ev": 10.152,
  "elements": ["H", "H", "N", "O", "C", "H", "C", "C", "H", "H", "H", "H", "O", "H", "H", "H", "O", "H", "H", "H", "O"],
  "positions_angstrom": [[-1.441, 3.376, -1.144], [-1.454, 2.091, -0.420], [0.930, -0.994, 0.565], [-0.466, -2.433, 1.525], [1.087, -1.522, -0.825], [1.786, 0.886, 0.471], [1.961, -0.014, 1.061], [0.313, -1.532, 1.612], [0.230, 1.592, -3.666], [0.565, -0.696, -1.339], [0.744, -2.533, -0.881], [2.995, -0.228, 0.952], [-1.594, 2.486, -1.257], [-1.360, -0.067, 1.716], [-0.621, 2.330, -2.597], [2.186, -1.339, -1.345], [-2.010, 0.418, 1.103], [0.408, -1.048, 2.555], [-2.768, -0.142, 0.876], [1.727, 0.301, 2.205], [0.362, 2.134, -2.925]],
  "forces_ev_per_a": [[0.4375, 3.2496, 0.4677], [0.1732, -1.0889, 1.4512], [4.2914, 1.2635, 1.2678], [-1.6033, -2.1934, 0.0159], [1.8615, 3.1557, -0.2328], [0.1969, 0.2798, 0.1091], [-2.5012, 1.9503, 1.0832], [-0.9175, -0.9779, -1.3435], [-0.0744, -1.1411, -1.7047], [-0.5337, -1.2334, -0.7459], [-0.4082, -0.3063, -0.3424], [0.8301, -1.0091, -0.0806], [-1.2895, -1.9740, -1.4940], [-2.1299, 0.7581, -1.6269], [3.0208, -0.8541, -0.5199], [-2.3234, -0.9149, 2.1207], [1.3268, -0.3215, 1.0640], [0.6773, 0.8290, 0.9772], [0.6420, -0.1590, 0.4174], [0.6508, -0.9026, -2.8203], [-2.3271, 1.5902, 1.9368]]
}